Computed, not measured: a 11-piece molecular cluster, C20H60BF4O10 overall, with wB97M-V/def2-TZVPD.

Each atom is followed by the atoms it is bonded to, with distances in Å.
Positions of all 95 atoms, in Å:
1 B -53.706 14.589 88.263  F2 1.425, F3 1.338, F4 1.411, F5 1.375
2 F -55.005 15.172 88.212  B1 1.425
3 F -53.644 13.499 87.490  B1 1.338
4 F -52.651 15.471 87.944  B1 1.411
5 F -53.523 14.218 89.575  B1 1.375
6 C -56.155 10.265 85.018  C7 1.514, H9 1.003, H10 1.060, H11 1.295
7 C -55.566 11.514 85.640  C6 1.514, O8 1.439, H12 1.064, H13 1.106
8 O -54.165 11.340 85.917  C7 1.439, H14 0.979
9 H -55.880 9.368 85.375  C6 1.003
10 H -55.911 10.018 84.016  C6 1.060
11 H -57.416 10.452 84.790  C6 1.295
12 H -56.064 11.714 86.558  C7 1.064
13 H -55.782 12.397 85.010  C7 1.106
14 H -53.718 12.049 86.423  O8 0.979
15 C -53.094 10.782 92.767  C16 1.571, H18 0.958, H19 1.044, H20 1.169
16 C -53.021 12.004 91.781  C15 1.571, O17 1.393, H21 1.182, H22 1.164
17 O -54.254 12.496 91.357  C16 1.393, H23 0.904
18 H -53.411 11.018 93.640  C15 0.958
19 H -52.143 10.510 93.101  C15 1.044
20 H -53.776 10.038 92.178  C15 1.169
21 H -52.228 12.047 90.906  C16 1.182
22 H -52.389 12.871 92.231  C16 1.164
23 H -54.275 12.954 90.578  O17 0.904
24 C -58.284 18.671 89.845  C25 1.540, H27 1.029, H28 1.065, H29 1.086
25 C -56.875 18.238 89.402  C24 1.540, O26 1.318, H30 1.102, H31 1.113
26 O -56.469 17.206 90.114  C25 1.318, H32 1.079
27 H -58.234 19.111 90.774  C24 1.029
28 H -58.831 17.764 89.731  C24 1.065
29 H -58.763 19.374 89.169  C24 1.086
30 H -56.240 19.090 89.694  C25 1.102
31 H -57.049 18.039 88.321  C25 1.113
32 H -55.738 16.603 89.599  O26 1.079
33 C -54.386 18.759 86.234  C34 1.575, H36 1.139, H37 1.037, H38 1.241
34 C -55.508 19.864 86.292  C33 1.575, O35 1.370, H39 1.183, H40 1.108
35 O -55.564 20.495 87.506  C34 1.370, H41 0.937
36 H -53.362 19.045 86.643  C33 1.139
37 H -54.385 18.279 85.315  C33 1.037
38 H -54.691 17.869 87.044  C33 1.241
39 H -56.485 19.208 86.172  C34 1.183
40 H -55.239 20.610 85.518  C34 1.108
41 H -55.748 21.414 87.503  O35 0.937
42 C -48.861 18.270 89.397  C43 1.552, H45 1.109, H46 1.138, H47 1.012
43 C -50.034 17.305 89.076  C42 1.552, O44 1.418, H48 1.059, H49 0.993
44 O -50.443 17.264 87.720  C43 1.418, H50 0.850
45 H -48.047 17.673 89.856  C42 1.109
46 H -49.258 19.184 89.946  C42 1.138
47 H -48.626 18.430 88.425  C42 1.012
48 H -50.924 17.659 89.530  C43 1.059
49 H -49.749 16.418 89.420  C43 0.993
50 H -50.959 16.592 87.656  O44 0.850
51 C -51.503 13.404 82.870  C52 1.562, H54 1.139, H55 1.032, H56 0.965
52 C -51.587 13.252 84.423  C51 1.562, O53 1.406, H57 1.007, H58 1.050
53 O -50.422 13.760 85.024  C52 1.406, H59 0.847
54 H -50.718 12.714 82.419  C51 1.139
55 H -51.131 14.358 82.742  C51 1.032
56 H -52.375 13.170 82.532  C51 0.965
57 H -51.687 12.306 84.754  C52 1.007
58 H -52.456 13.632 84.873  C52 1.050
59 H -50.472 13.639 85.861  O53 0.847
60 C -57.348 16.216 86.156  C61 1.549, H63 1.150, H64 1.148, H65 1.194
61 C -58.028 15.294 87.199  C60 1.549, O62 1.434, H66 1.178, H67 1.020
62 O -57.343 14.036 87.274  C61 1.434, H68 1.004
63 H -56.205 16.091 86.193  C60 1.150
64 H -57.586 17.279 86.518  C60 1.148
65 H -57.786 15.989 85.069  C60 1.194
66 H -59.171 15.354 86.921  C61 1.178
67 H -57.975 15.825 88.068  C61 1.020
68 H -56.427 14.185 87.657  O62 1.004
69 C -49.718 11.311 87.602  C70 1.582, H72 1.033, H73 1.137, H74 1.267
70 C -50.685 12.291 88.382  C69 1.582, O71 1.381, H75 1.151, H76 1.211
71 O -50.498 13.523 87.787  C70 1.381, H77 0.964
72 H -50.069 10.950 86.699  C69 1.033
73 H -49.422 10.437 88.265  C69 1.137
74 H -48.639 11.952 87.434  C69 1.267
75 H -50.426 12.368 89.501  C70 1.151
76 H -51.733 11.687 88.430  C70 1.211
77 H -51.344 13.920 87.548  O71 0.964
78 C -51.827 16.714 93.257  C79 1.530, H81 1.014, H82 0.981, H83 1.042
79 C -52.567 16.304 91.983  C78 1.530, O80 1.425, H84 1.199, H85 1.013
80 O -51.691 15.517 91.182  C79 1.425, H86 0.827
81 H -52.478 17.097 93.933  C78 1.014
82 H -51.135 17.401 93.152  C78 0.981
83 H -51.294 15.948 93.722  C78 1.042
84 H -52.773 17.247 91.272  C79 1.199
85 H -53.507 15.961 92.145  C79 1.013
86 H -52.173 15.133 90.631  O80 0.827
87 C -57.498 13.826 90.899  C88 1.554, H90 1.105, H91 1.094, H92 1.050
88 C -57.525 13.369 92.385  C87 1.554, O89 1.407, H93 1.173, H94 0.945
89 O -56.735 12.222 92.583  C88 1.407, H95 0.951
90 H -58.019 13.107 90.241  C87 1.105
91 H -56.513 13.967 90.444  C87 1.094
92 H -58.250 14.536 90.719  C87 1.050
93 H -58.588 13.018 92.736  C88 1.173
94 H -57.627 14.091 92.986  C88 0.945
95 H -55.909 12.535 92.230  O89 0.951

## Properties
HOMO	-0.265	Ha
charge	-1
relative energy (zero: lowest compared OMol25 entry of this formula, charge and spin)	26.27	kcal per mole
calculated total energy	-1974.55679	Ha
HOMO-LUMO gap	9.72	eV